Molecular formula: C3H2N2OS
Method: DFT, the ωB97M-V functional and the def2-TZVPD basis

**Electronic energy**: -698.37173 Ha
**Maximum force**: 3.249 eV/A
**E_LUMO**: -1.11 eV
**ΔE to the lowest compared entry with this formula, charge and spin**: 182.31 kJ/mol
**HOMO-LUMO gap**: 8.928 eV

Cartesian coordinates (Å):
S: -0.78176 2.67401 1.87446
O: 0.38116 2.44358 2.78450
N: -2.22299 -0.26997 2.26913
N: -0.78999 1.88746 0.59329
C: -0.45449 -0.38713 0.56626
C: -1.38420 -0.37668 1.52387
C: -0.12134 0.78672 0.08517
H: -0.03923 -1.20687 0.08141
H: 0.65248 0.77710 -0.66852

Quick look at the Löwdin charges, all values in e: S 0.968; O -0.484; N 0.194; N -0.310; C -0.116; C -0.304; C -0.175; H 0.100; H 0.128